Molecular formula: C6H12N2
Method: DFT, the ωB97M-V functional and the def2-TZVPD basis

The orbital gap is 9.3 eV. The calculation puts the LUMO energy at 0.0307 Ha. For the energy relative to the best compared isomer or geometry (same formula, charge and spin), the calculation gives 0.688 eV. The structure (SMILES) is Cc1c[nH]cn1.CC.

Structure (ORCA input):
```
! wB97M-V def2-TZVPD RIJCOSX def2/J DEFGRID3
* xyz 0 1
C -0.855 -1.668 1.774
C -1.103 -1.697 0.334
C -1.292 -0.632 -0.519
N -1.387 -1.136 -1.790
C -1.072 -2.488 -1.685
N -0.941 -2.826 -0.444
H 0.156 -1.462 2.123
H -1.264 -2.585 2.213
H -1.493 -0.915 2.253
H -1.191 0.420 -0.338
H -1.261 -0.484 -2.544
H -0.953 -2.993 -2.628
C 2.331 2.268 -0.081
C 0.850 2.353 0.327
H 2.404 2.558 -1.132
H 2.943 2.990 0.458
H 2.759 1.301 0.167
H 0.448 3.364 0.355
H 0.833 1.878 1.316
H 0.088 1.755 -0.158
*
```